108
Properties=species:S:1:pos:R:3:forces:R:3 method="wB97M-V/def2-TZVPD" s2=2.04 charge=-2 energy_ha=-3656.258000 lumo_energy_ev="4.172 / 4.079" multiplicity=3 homo_energy_ha="-0.026 / -0.061"
Ti 0.43999 0.94025 -0.86634 0.567 0.735 0.122
S 0.57440 3.16037 -1.95015 0.064 -0.208 -0.080
O -3.80688 -5.38261 2.12851 0.005 -0.027 -0.017
O 0.16298 1.13085 0.88223 -0.212 -0.164 0.322
O 2.79625 1.23769 -0.66461 -0.785 0.042 0.538
N -0.84378 -1.06871 5.87766 -0.022 0.057 0.076
N 0.66973 3.45320 -4.59061 0.019 0.017 -0.027
N 0.69579 1.27704 -3.91780 -0.146 0.044 -0.008
N 0.70075 0.40434 -2.84840 -0.304 -0.129 -0.462
N 0.88063 -1.07690 -0.79718 -0.088 -0.194 -0.163
N -1.84995 -1.91778 6.06369 -0.086 -0.088 -0.056
N -2.44397 1.26047 1.83164 -0.045 0.022 0.015
N -3.63513 3.05654 -2.22284 0.016 0.025 -0.060
C -3.18418 3.34699 -0.87004 -0.001 -0.028 0.012
C -3.63822 -0.11746 -2.67748 -0.010 0.003 -0.038
C 0.67576 2.51850 -3.56666 -0.146 0.040 -0.014
C -1.74156 0.15147 3.88638 -0.021 -0.037 0.045
C 0.79872 -3.86171 -0.90087 0.008 -0.003 -0.010
C 0.55858 -1.43581 -4.52009 0.034 0.020 -0.004
C 0.62811 -0.14625 4.26219 -0.024 0.009 0.060
C -3.07660 0.19948 4.33013 0.011 -0.068 0.035
C -2.61258 0.76089 -2.30889 -0.074 -0.111 0.069
C 6.32157 1.53139 -1.46932 0.025 -0.024 -0.036
C 0.97129 -1.81583 0.33081 0.139 0.003 -0.083
C 4.49548 2.70581 0.27864 -0.108 -0.048 0.003
C -1.47642 -3.12218 3.90993 0.010 0.153 0.063
C -3.01855 -1.66378 -0.98996 0.004 0.000 0.023
C -5.01488 2.62940 -2.22208 -0.054 -0.007 0.042
C 0.94206 -3.18177 0.33235 0.013 0.007 0.036
C 6.76009 2.55629 -0.64288 -0.057 0.001 0.005
C -1.46880 0.73343 2.61763 0.103 0.017 0.001
C -3.84023 -1.33703 -2.05508 0.003 -0.006 -0.022
C -0.12354 0.78088 2.15455 -0.073 -0.059 0.056
C -3.07207 -5.59221 0.94685 -0.025 -0.007 0.009
C -2.25001 -2.74611 5.02376 0.016 0.206 0.023
C 2.23084 3.60380 1.23014 -0.083 -0.079 -0.060
C 3.69671 0.47951 -3.51559 0.045 0.093 0.112
C -4.01230 -4.19973 4.16340 0.018 0.036 0.012
C 4.64890 -0.02486 -2.43072 0.019 0.063 -0.018
C -0.67343 -0.39340 4.70076 0.144 -0.170 -0.135
C 0.68260 -0.88609 -3.13428 0.060 -0.122 -0.033
C -1.66585 0.37740 -1.32802 0.046 0.103 -0.022
C 5.01026 1.08921 -1.46461 0.042 -0.077 -0.072
C -3.52643 -3.33488 5.12310 -0.070 -0.064 -0.019
C -1.96051 -3.99399 2.94307 -0.020 -0.065 -0.046
C -3.67268 1.24594 2.27599 0.025 0.013 -0.030
C 4.00137 2.60823 2.71418 0.041 -0.001 0.049
C 4.12998 -1.27066 -1.71178 0.015 0.008 0.021
C -4.04740 0.74222 3.53295 -0.001 -0.030 0.019
C 0.76880 -1.72747 -2.00250 -0.079 -0.088 -0.105
C -3.23521 -4.52932 3.05554 0.014 0.020 -0.011
C 5.82718 3.11278 0.21299 0.004 -0.003 -0.021
C -2.72425 2.14177 -2.93045 0.087 -0.040 0.071
C 3.71878 3.36774 1.41486 0.072 0.024 -0.046
C -1.97140 -0.81871 -0.65476 0.013 0.037 0.191
C 0.71378 -3.13707 -2.05509 0.081 0.023 0.073
C 4.01878 1.66819 -0.59542 0.189 0.129 -0.249
C 0.88904 0.39562 3.00426 -0.014 0.029 0.019
H 1.90844 0.46092 2.64141 -0.029 0.033 0.002
H 3.72494 1.56150 2.60450 -0.053 -0.090 -0.004
H -3.78986 4.15816 -0.45428 -0.010 -0.012 -0.011
H 3.44173 3.02360 3.55709 -0.013 0.006 -0.003
H -5.33682 2.40348 -3.24235 -0.003 0.014 0.007
H 3.39091 -0.32970 -4.18831 -0.027 0.014 0.022
H 1.41208 -2.07235 -4.76863 -0.001 -0.009 0.002
H -2.14375 3.66609 -0.89045 0.044 0.039 -0.026
H -1.37121 -1.11406 0.19967 -0.062 -0.015 -0.052
H 6.13966 3.90586 0.88916 0.002 -0.001 -0.009
H 3.78884 -2.02992 -2.42403 0.017 0.017 0.001
H 1.01693 -3.71619 1.27029 0.010 0.019 -0.024
H 0.60206 -3.62464 -3.01392 -0.002 -0.003 -0.002
H -3.31323 -0.19383 5.30949 0.019 -0.060 0.019
H 7.78638 2.90304 -0.66327 -0.001 0.001 0.002
H -4.42692 1.66784 1.61365 0.001 0.002 0.000
H -5.00782 -4.62115 4.24520 0.005 0.000 0.001
H -5.63919 3.44198 -1.83848 0.003 0.004 0.005
H -4.30712 0.18644 -3.47849 0.000 -0.024 0.011
H 2.80660 0.91597 -3.06716 0.391 -0.112 -0.078
H 1.44450 -0.49005 4.88522 -0.001 -0.007 0.003
H -3.17540 -2.57373 -0.42117 -0.013 0.026 0.011
H -2.85261 -4.65056 0.43444 0.008 -0.016 -0.001
H 4.92254 -1.70663 -1.09794 0.001 -0.012 0.004
H 1.05664 3.09733 -5.45166 -0.006 -0.005 -0.006
H -1.32563 -4.23662 2.09974 -0.028 0.039 0.020
H -2.12567 -6.10878 1.14197 0.007 -0.006 0.007
H -5.08070 0.78329 3.85331 -0.001 0.010 -0.005
H 7.01907 1.05408 -2.15349 0.008 0.007 0.001
H 3.30167 -1.00697 -1.06037 -0.005 -0.022 -0.011
H 5.06808 2.63627 2.94970 -0.014 0.003 0.012
H -3.09275 2.04832 -3.95689 -0.004 0.018 0.000
H -0.48175 -2.71745 3.78994 0.044 0.036 0.012
H -0.34964 -2.03864 -4.60451 0.003 0.000 -0.002
H 0.50672 -0.62021 -5.23415 0.008 0.006 -0.001
H 4.18760 1.25305 -4.11259 0.021 0.001 -0.020
H -1.76795 2.64149 -2.96350 0.217 0.040 -0.024
H -3.69005 -6.21651 0.30331 -0.004 0.005 0.001
H 0.75700 -4.94359 -0.92776 -0.009 -0.006 0.001
H -4.63764 -1.99832 -2.37515 -0.012 0.002 0.007
H 1.01918 4.35668 -4.31832 0.013 0.011 0.003
H 4.16712 4.36272 1.52786 0.046 -0.018 0.008
H 1.66864 2.67517 1.23057 0.045 0.059 0.014
H 1.06115 -1.25776 1.25241 -0.023 -0.034 0.011
H -5.20484 1.73770 -1.60175 0.003 0.018 -0.019
H -3.23967 2.48213 -0.19741 0.014 -0.014 -0.004
H 5.58374 -0.30909 -2.92948 0.014 -0.013 0.001
H -4.13628 -3.07241 5.98027 0.014 -0.004 0.003
H 1.85639 4.23014 2.04638 -0.003 -0.010 -0.013
H 2.03553 4.11059 0.28628 -0.035 0.034 -0.054

***

109
Properties=species:S:1:pos:R:3:forces:R:3 method="wB97M-V/def2-TZVPD" energy_ha=-2579.625413 lumo_energy_ev=-2.865 homo_energy_ha=-0.246
O -4.99234 -2.35777 -3.59072 -0.033 -1.029 1.592
O 3.54517 4.94596 -0.81972 -0.530 1.188 0.179
O 3.84672 7.21039 -0.78667 -0.800 -0.758 0.257
O -0.58515 10.64409 -0.97311 2.026 -1.118 0.306
O 1.58019 10.81508 -0.68482 -1.619 -2.086 -0.165
O -5.14156 -4.08563 -2.23140 0.289 1.978 -0.321
N 3.09279 8.35873 -0.73664 -1.815 -1.160 0.079
N -3.00913 5.38518 -0.72808 2.339 1.137 -0.082
N -4.92633 -2.87109 -2.44828 -1.224 -1.012 -1.403
N 0.16069 -2.44949 -0.05233 0.077 -0.185 0.484
N 0.54724 10.12892 -0.79965 -0.731 3.144 -0.117
N 3.03653 6.05432 -0.73768 -0.693 0.555 -0.317
N 1.04614 -0.99293 1.37097 0.331 -0.960 0.484
C -1.15555 -0.41658 0.45891 -0.729 -0.362 0.666
C -2.41427 -5.96638 0.35807 -0.274 -0.134 -0.043
C -0.45460 0.31488 3.79932 -0.124 0.033 -0.367
C -4.51542 -2.02475 -1.37807 0.780 0.075 0.308
C 3.80170 -0.16215 -0.53853 0.249 -0.364 -0.311
C 4.49544 2.02081 0.28920 0.051 0.325 0.032
C -1.06845 -4.34958 -1.00519 -0.009 -0.106 0.077
C 1.42156 -2.90904 0.31730 0.166 -0.020 0.153
C 3.70046 0.76332 0.67334 -0.302 0.063 -0.548
C 0.02838 0.95967 5.10685 0.248 0.105 0.073
C 0.72525 3.02390 1.41387 -0.462 -0.404 0.154
C 1.80403 7.92067 -0.67831 1.736 1.723 -0.359
C -0.75992 -4.65518 1.58838 0.157 0.079 0.456
C 0.02955 -6.37925 -0.02182 0.130 -0.109 0.108
C 2.23316 1.15071 1.04851 -0.296 0.141 -0.352
C 1.94496 -2.03572 1.19135 0.282 -0.484 -0.234
C -0.11658 -1.30535 0.66934 -0.153 1.240 -1.053
C 0.10035 2.33091 2.44191 0.474 0.627 0.011
C 4.42208 0.15822 1.88350 -0.084 0.038 0.240
C 0.34978 0.96787 2.64484 0.210 -0.146 -0.133
C -1.94495 0.61462 3.60561 -0.326 -0.046 -0.064
C 0.52261 5.80425 -0.71778 -1.267 0.259 -0.088
C 1.75816 2.41954 0.69834 0.475 0.082 0.652
C -3.16370 -0.09008 -0.98370 -0.229 -0.042 0.365
C -4.09008 -2.63375 -0.17563 0.074 0.437 -0.740
C -2.16971 -4.14054 -3.15347 0.416 0.123 0.187
C -0.63056 7.97595 -0.76428 1.343 1.484 0.077
C -3.06979 -2.02193 0.52485 -0.129 0.393 -0.028
C 1.30427 0.34106 1.80227 -0.499 1.142 0.038
C -1.02866 -5.29928 0.23619 -0.048 -0.004 -0.439
C 1.72571 6.51495 -0.67911 1.292 -0.098 -0.137
C 0.09772 -1.16066 -2.92656 -0.528 0.196 0.365
C -1.95980 5.90350 -0.75293 -2.076 -1.145 0.062
C -0.67893 6.55708 -0.75342 1.874 -1.150 0.165
C 1.36443 -1.84473 -3.45636 -0.001 -0.322 -0.145
C -2.46624 -0.83115 0.01560 0.228 0.043 -0.161
C 0.58225 8.68950 -0.73221 -1.066 -2.013 0.067
C -1.66838 -4.93178 -2.13468 -0.356 0.079 -0.112
C -0.81477 -2.29713 -2.33640 -0.050 0.297 -0.082
C -4.17184 -0.69537 -1.70822 0.280 -0.490 0.527
C 0.52579 -0.05615 -1.97471 0.222 0.568 0.240
C -1.79368 -2.80004 -3.20519 0.203 -0.272 -0.110
C -0.62747 -0.43780 -4.07067 -0.025 -0.004 -0.302
C -0.29646 -1.19286 3.92925 -0.150 -0.374 0.111
C -0.60920 -3.01671 -1.12218 -0.102 -0.557 -0.574
H 3.86690 -0.66259 2.34067 0.156 0.177 0.030
H -0.18141 -6.93213 -0.94312 0.071 0.072 0.134
H -2.15215 1.68821 3.63800 -0.052 -0.185 0.035
H 5.55145 1.76572 0.12582 -0.260 -0.095 0.070
H -0.53081 0.56733 5.96548 0.029 0.031 -0.209
H 1.02690 -5.92835 -0.10953 -0.165 -0.154 -0.002
H 1.10646 -2.58687 -4.22311 0.093 0.087 0.158
H 4.56713 0.93041 2.64919 -0.027 -0.189 -0.053
H 0.74663 -1.49134 4.07193 -0.068 -0.009 -0.098
H -2.28253 0.22814 2.63728 0.002 0.083 0.208
H 4.13168 2.47456 -0.63904 0.096 -0.096 0.176
H 1.90169 -2.35676 -2.64708 -0.085 0.088 -0.125
H -1.59213 -0.04451 -3.72296 0.155 -0.107 -0.119
H -2.48757 -6.54627 1.28647 0.135 0.083 -0.149
H -1.34850 -3.74368 1.72410 0.247 -0.173 0.046
H -0.79506 -1.09604 -4.93054 -0.005 0.201 0.119
H 3.27546 0.26560 -1.39988 0.093 -0.122 0.166
H -0.86266 -1.53424 4.81080 0.190 0.137 -0.214
H 2.24441 3.00108 -0.08501 0.198 -0.178 0.438
H 0.44368 4.05218 1.19736 -0.036 -0.254 0.146
H -1.05771 -5.35904 2.38028 0.079 0.163 -0.228
H -2.79913 -4.55769 -3.93605 0.071 0.066 0.198
H 1.12083 -0.42847 -1.13798 -0.112 0.141 -0.161
H -2.71729 -2.43024 1.47891 -0.110 0.171 -0.551
H 4.86205 -0.27944 -0.81933 -0.302 0.060 0.096
H -0.03245 0.41673 -4.42263 -0.030 -0.255 0.136
H -4.64953 -0.23308 -2.56537 0.243 -0.029 0.096
H -2.61883 -6.65273 -0.47157 -0.049 0.208 0.231
H 4.46131 2.77691 1.08231 -0.047 -0.061 -0.155
H -4.52746 -3.58789 0.10521 0.210 0.173 -0.055
H -0.09500 2.04836 5.08652 0.040 -0.191 0.051
H 5.41025 -0.21659 1.58290 -0.228 0.110 0.037
H 1.09129 0.73720 5.26465 -0.148 0.086 0.018
H -1.56256 8.54332 -0.80007 0.371 -0.157 -0.023
H 2.04656 -1.11013 -3.90500 -0.170 -0.070 0.091
H -2.21371 -2.19306 -4.00641 0.374 -0.212 0.209
H 1.82054 -3.82955 -0.08143 -0.070 0.126 0.118
H 0.30154 -4.44746 1.74610 -0.217 0.152 0.028
H -0.93441 0.64038 0.59410 -0.141 -0.280 0.012
H -3.20385 -5.20349 0.38066 0.192 -0.256 -0.052
H -0.33219 0.50498 -1.58625 0.266 -0.207 -0.117
H 1.15740 0.66903 -2.51831 -0.132 -0.310 0.075
H 2.88619 -2.08926 1.70609 -0.112 0.009 -0.079
H 3.40890 -1.16054 -0.33885 0.015 0.212 -0.209
H -2.85003 0.93422 -1.20613 -0.013 -0.387 -0.046
H -1.83455 -6.00952 -2.18447 -0.112 0.431 0.193
H -0.60995 2.86237 3.07960 0.246 -0.247 -0.271
H 0.57397 4.71490 -0.72584 -0.370 0.315 -0.100
H -0.71518 -1.71048 3.05958 0.145 0.030 0.201
H 0.05315 -7.09509 0.81191 -0.012 0.126 -0.165
H -2.53934 0.13167 4.39083 0.134 0.087 -0.062

***

Results for energy relative to the best compared isomer or geometry (same formula, charge and spin): 123.76 0.00 (in kJ/mol, following the order of the records).